Entry 1:
# C15H18Cl6O10

7 unconnected molecules or ions with the total composition C15H18Cl6O10 at a distorted geometry (ωB97M-V/def2-TZVPD, the OMol25 dataset).

Largest force on an atom (eV/Å): 3.77
Net charge: 0
HOMO energy (eV): -9.832
SMILES: O=C1C=C(O)C(=O)C=C1O.O=C1C=C(O)C(=O)C=C1O.ClCCl.ClCCl.ClCCl.O.O
LUMO level (Eh): -0.08110
E_tot (eV): -111454.025

Positions of all 49 atoms, in Å:
1 O 0.0958 -1.6756 1.5033
2 C -0.6172 -2.2057 0.6348
3 C -1.8916 -1.5921 0.1957
4 C -2.6168 -2.2408 -0.7607
5 O -3.7707 -1.6805 -1.1247
6 C -2.1858 -3.5032 -1.4664
7 O -2.7578 -4.1147 -2.3632
8 C -0.9981 -4.0808 -0.8855
9 C -0.2805 -3.4664 0.0218
10 O 0.8545 -3.9851 0.4993
11 H -2.2207 -0.6645 0.6403
12 H -4.2710 -2.2224 -1.7393
13 H -0.6648 -5.0899 -1.0782
14 H 1.4916 -3.3188 0.7673
15 O -0.7490 2.9262 -3.9395
16 C -0.4152 1.7429 -3.7198
17 C -0.6574 0.6262 -4.7376
18 C -0.3149 -0.6817 -4.5390
19 O -0.4965 -1.6962 -5.4253
20 C 0.3970 -1.0998 -3.3068
21 O 0.7762 -2.2945 -3.0828
22 C 0.8175 -0.0792 -2.3890
23 C 0.4334 1.1953 -2.5514
24 O 0.8911 2.1698 -1.7270
25 H -1.0142 0.8826 -5.7241
26 H -0.2516 -2.5073 -4.9740
27 H 1.4256 -0.4224 -1.5651
28 H 0.5497 2.9985 -2.0709
29 Cl 3.1084 -1.2415 0.7806
30 C 4.0901 0.2318 0.7628
31 Cl 4.4049 0.5982 2.5196
32 H 5.0028 0.1274 0.1762
33 H 3.5231 1.0850 0.3905
34 Cl 3.1133 4.3146 4.9928
35 C 1.9126 3.1127 4.5747
36 Cl 2.2162 1.4556 5.3183
37 H 0.9387 3.5075 4.8641
38 H 1.8602 3.0618 3.4871
39 Cl -2.5648 5.3306 1.5609
40 C -2.1537 3.5664 1.8912
41 Cl -3.6026 2.5949 2.1688
42 H -1.6295 3.1819 1.0163
43 H -1.5717 3.4575 2.8063
44 O -0.2538 -0.2395 3.9483
45 H -0.5292 -0.0528 4.8458
46 H -0.4047 -1.1786 3.8414
47 O 0.3115 1.4414 1.7131
48 H 0.0430 0.7455 2.3130
49 H 0.6268 0.9799 0.9360

The computed Mulliken charges, all in e, follow: -0.48, 0.74, -1.07, 0.50, -0.53, 0.57, -0.62, -0.51, 0.33, -0.61, 0.66, 0.33, 0.43, 0.24, -0.59, 0.46, -0.78, 0.23, -0.56, 1.12, -0.70, -0.67, 0.56, -0.51, 0.41, 0.36, 0.34, 0.32, -0.10, -0.31, -0.15, 0.40, 0.11, -0.16, -0.06, -0.17, 0.30, 0.06, -0.20, 0.30, -0.18, -0.02, 0.07, -0.50, 0.23, 0.24, -0.32, 0.35, 0.10



Entry 2:
# C34H48CrN4P2Si2

A molecular structure, C34H48CrN4P2Si2 (ωB97M-V/def2-TZVPD, the OMol25 dataset).

Largest force on an atom (eV/Å): 0.75
Net charge: 0
2S+1: 5
HOMO energy (alpha / beta) (eV): -6.922 / -7.483
LUMO level (alpha / beta) (Eh): 0.01443 / 0.01046
E_tot (eV): -104756.868
⟨S²⟩: 6.02

Positions of all 91 atoms, in Å:
1 Cr -0.7736 0.7377 -0.0100
2 C -3.9774 -0.3170 2.0383
3 Si -2.3324 -0.3690 2.9361
4 C -2.3489 1.0584 4.1678
5 C -2.3087 -1.9507 3.9354
6 N -1.0444 -0.2061 1.8112
7 P 0.3011 -1.0774 1.4672
8 C 0.6596 -0.8689 -0.1481
9 P 1.3366 0.1113 -1.3098
10 N 0.2328 1.2403 -1.7353
11 Si 0.0179 2.0344 -3.2436
12 C 1.5117 3.0487 -3.7421
13 C -0.4071 0.8595 -4.6366
14 C -1.4126 3.2469 -3.1026
15 C 1.8348 -0.8725 -2.7643
16 C 1.1474 -2.0552 -3.0116
17 C 1.3949 -2.7833 -4.1628
18 C 2.3413 -2.3411 -5.0773
19 C 3.0475 -1.1736 -4.8288
20 C 2.7932 -0.4441 -3.6768
21 C 2.8737 0.9870 -0.8699
22 C 4.0846 0.2998 -0.7947
23 C 5.2377 0.9405 -0.3771
24 C 5.1942 2.2862 -0.0303
25 C 4.0026 2.9844 -0.1265
26 C 2.8513 2.3397 -0.5585
27 C 1.5904 -0.6300 2.6663
28 C 2.9259 -0.6101 2.2930
29 C 3.9100 -0.2358 3.1975
30 C 3.5628 0.1002 4.4951
31 C 2.2332 0.0488 4.8917
32 C 1.2552 -0.3137 3.9820
33 C 0.0034 -2.8460 1.7893
34 C -0.8829 -3.5078 0.9407
35 C -1.1870 -4.8404 1.1434
36 C -0.5979 -5.5376 2.1931
37 C 0.3010 -4.8943 3.0262
38 C 0.6004 -3.5519 2.8238
39 H -4.8040 -0.3366 2.7468
40 H -4.0836 -1.1723 1.3732
41 H -4.0975 0.5886 1.4423
42 H -3.0074 0.8287 5.0046
43 H -2.7230 1.9770 3.7190
44 H -1.3629 1.2732 4.5749
45 H -3.1620 -1.9218 4.6138
46 H -1.4132 -2.0744 4.5402
47 H -2.4029 -2.8351 3.3102
48 H 2.4325 2.4703 -3.7417
49 H 1.6560 3.8981 -3.0736
50 H 1.3672 3.4377 -4.7510
51 H 0.4548 0.2828 -4.9636
52 H -0.7845 1.4127 -5.4959
53 H -1.1758 0.1540 -4.3236
54 H -1.2603 3.9658 -2.2964
55 H -2.3681 2.7397 -2.9617
56 H -1.5005 3.8210 -4.0229
57 H 0.4247 -2.3981 -2.2798
58 H 0.8509 -3.7003 -4.3469
59 H 2.5360 -2.9109 -5.9751
60 H 3.7946 -0.8292 -5.5301
61 H 3.3555 0.4613 -3.4921
62 H 4.1220 -0.7525 -1.0572
63 H 6.1692 0.3941 -0.3205
64 H 6.0917 2.7877 0.3044
65 H 3.9694 4.0360 0.1254
66 H 1.9229 2.8866 -0.6604
67 H 3.1905 -0.8874 1.2841
68 H 4.9443 -0.2092 2.8844
69 H 4.3256 0.4022 5.2014
70 H 1.9582 0.3070 5.9047
71 H 0.2252 -0.3398 4.2996
72 H -1.3248 -2.9641 0.1128
73 H -1.8804 -5.3424 0.4810
74 H -0.8331 -6.5803 2.3505
75 H 0.7709 -5.4329 3.8374
76 H 1.3025 -3.0604 3.4840
77 N 0.6152 2.8174 2.4760
78 C 0.0953 4.1057 2.0864
79 C -0.7702 4.1503 0.8243
80 C -2.1140 3.4270 0.9757
81 N -2.2503 2.3258 -0.0021
82 H 1.2572 2.4251 1.7930
83 H -0.1090 2.1251 2.6609
84 H 0.9360 4.7963 1.9714
85 H -0.4954 4.4903 2.9235
86 H -0.2219 3.7133 -0.0168
87 H -0.9451 5.1967 0.5634
88 H -2.9454 4.1307 0.8501
89 H -2.2050 2.9919 1.9707
90 H -2.2237 2.7272 -0.9388
91 H -3.1698 1.8916 0.0932

The computed Mulliken charges, all in e, follow: -0.46, -1.13, 0.01, -1.32, -1.21, 0.36, 1.76, -1.77, 2.62, 0.26, -0.19, -0.95, -1.05, -1.49, 0.37, -0.84, -0.62, -0.57, -0.79, -0.15, 0.66, -0.15, -0.74, -0.65, -1.07, -0.46, 0.25, -0.54, -0.51, -0.72, -0.80, 0.07, 0.43, -0.84, -0.64, -0.55, -0.77, -0.16, 0.38, 0.26, 0.24, 0.53, 0.32, 0.38, 0.50, 0.32, 0.29, 0.24, 0.30, 0.47, 0.26, 0.44, 0.30, 0.37, 0.32, 0.48, 0.31, 0.44, 0.39, 0.41, 0.31, 0.48, 0.46, 0.40, 0.46, 0.37, 0.48, 0.45, 0.36, 0.43, 0.20, 0.26, 0.41, 0.39, 0.42, 0.44, -0.26, -1.29, 0.64, 0.14, -0.26, 0.15, 0.10, 0.45, 0.40, -0.57, 0.43, 0.34, -0.39, 0.03, 0.17



Entry 3:
# C50H52BrCl2N5O3PPbSTe

A molecular structure, C50H52BrCl2N5O3PPbSTe at a distorted geometry (ωB97M-V/def2-TZVPD, the OMol25 dataset).

Largest force on an atom (eV/Å): 3.90
Net charge: -1
HOMO energy (eV): -4.236
LUMO level (Eh): 0.07521
E_tot (eV): -194037.114

Positions of all 117 atoms, in Å:
1 Pb -1.5212 -1.1457 0.6342
2 O -4.2531 -5.1679 -3.0661
3 C -2.9572 -5.5409 -2.8447
4 C -2.5787 -6.8649 -3.1085
5 C -1.2738 -7.3066 -2.8156
6 C -0.3725 -6.4058 -2.1955
7 C -0.7349 -5.0763 -2.0193
8 C -2.0273 -4.6400 -2.3067
9 C -2.2270 -3.2052 -1.9533
10 O -1.3159 -2.6479 -1.2731
11 N -3.3492 -2.7330 -2.4400
12 N -3.5831 -1.4417 -2.0502
13 C -4.6584 -0.9387 -2.4957
14 C -5.1604 0.4022 -2.1737
15 C -6.1820 0.8865 -2.9337
16 C -6.6677 2.1876 -2.6660
17 C -6.1857 2.8432 -1.5671
18 C -5.2537 2.2069 -0.7692
19 N -4.7003 1.0220 -1.0618
20 H -4.1708 -4.1757 -3.0250
21 H -3.2639 -7.4958 -3.6407
22 H -0.9120 -8.3068 -3.0409
23 H 0.6380 -6.7563 -1.9784
24 H -0.1116 -4.3432 -1.4719
25 H -5.1492 -1.3990 -3.2964
26 H -6.5156 0.1885 -3.7653
27 H -7.4762 2.6548 -3.2595
28 H -6.5318 3.8691 -1.2806
29 H -4.8910 2.5413 0.1668
30 Br -1.4558 0.3501 3.3066
31 C -0.5324 -1.1519 4.2416
32 C -0.1600 -0.8352 5.5134
33 C 0.4957 -1.8258 6.2782
34 C 0.7526 -3.0769 5.7666
35 C 0.2907 -3.3779 4.4113
36 C 0.7849 -4.5306 3.8080
37 C 0.5717 -4.7473 2.4713
38 C -0.1648 -3.8187 1.6889
39 C -0.6080 -2.6324 2.2304
40 C -0.3243 -2.3929 3.6226
41 H -0.3687 0.1839 5.8767
42 H 0.7861 -1.6137 7.3083
43 H 1.3417 -3.8076 6.3065
44 H 1.2082 -5.1597 4.5495
45 H 0.8445 -5.6622 2.0475
46 H -0.2782 -4.0891 0.6308
47 C -1.6811 3.2659 -2.5141
48 C -1.1806 1.8592 -2.0764
49 C -1.0146 0.9956 -3.3546
50 P 0.3379 1.8707 -1.0022
51 C 1.6666 2.8337 -1.8001
52 C 1.9584 2.4376 -3.2520
53 C 1.7555 4.3699 -1.7115
54 C -0.0778 2.5947 0.5377
55 C -1.4418 2.8245 0.8436
56 C -1.8581 3.5728 2.0275
57 C -3.2742 3.9040 2.3389
58 C -0.7986 4.1379 2.7312
59 C 0.5181 3.9144 2.4663
60 C 0.9673 3.0106 1.3987
61 N 2.2353 2.5613 1.1266
62 C 3.2633 2.8752 2.0261
63 C 3.1727 2.6140 3.4138
64 C 2.0411 1.8493 4.0490
65 C 4.2324 2.8991 4.2403
66 C 5.4744 3.4786 3.8215
67 C 6.5760 3.7220 4.8324
68 C 5.5045 3.7659 2.4708
69 C 4.4891 3.4126 1.5692
70 C 4.6247 3.8076 0.1515
71 H -2.7498 3.2196 -2.6209
72 H -1.3297 3.5324 -3.5110
73 H -1.5169 4.0770 -1.7755
74 H -1.9495 1.2708 -1.5244
75 H -0.1506 1.3177 -3.8881
76 H -1.9397 1.1022 -3.9281
77 H -0.8091 -0.0263 -3.0322
78 H 2.4479 2.4570 -1.1306
79 H 1.3738 3.0816 -3.8970
80 H 1.7550 1.4178 -3.5132
81 H 3.0518 2.6212 -3.4941
82 H 1.1011 4.8674 -2.4254
83 H 2.8651 4.5828 -1.7194
84 H 1.4184 4.7118 -0.7395
85 H -2.1962 2.5088 0.0989
86 H -3.8909 4.4657 1.6156
87 H -3.2092 4.4902 3.2339
88 H -3.8223 3.0195 2.6340
89 H -0.9381 4.7491 3.6008
90 H 1.3785 4.2330 3.0651
91 H 1.1046 2.4389 4.0904
92 H 2.1728 1.5540 5.0840
93 H 1.7749 1.0067 3.4034
94 H 4.1100 2.6360 5.2599
95 H 6.2036 3.8888 5.8272
96 H 7.1764 4.5987 4.4680
97 H 7.2882 2.8669 4.8427
98 H 6.3443 4.2701 2.0515
99 H 5.6568 4.0265 -0.2102
100 H 4.0250 4.7586 -0.0838
101 H 4.1734 3.0774 -0.5432
102 O 0.7442 0.2911 -1.0066
103 N 0.6627 -0.3962 0.3968
104 Cl -0.1233 -4.1602 -7.8547
105 C -0.3857 -4.6591 -6.1541
106 Cl 1.2012 -5.1103 -5.4608
107 H -0.9945 -5.5307 -6.1533
108 H -0.8051 -3.8869 -5.5656
109 Te 2.4832 -0.9033 1.0542
110 C 2.5317 -2.6067 -0.2096
111 C 1.8273 -2.7476 -1.3621
112 C 2.1080 -3.9776 -2.0262
113 C 3.0105 -4.7620 -1.3732
114 S 3.4049 -4.0598 0.1488
115 H 1.0872 -2.0155 -1.7493
116 H 1.6243 -4.1562 -2.9862
117 H 3.4154 -5.7408 -1.6311

These are the Mulliken partial charges, in e, on atoms 1 to 99: 0.99, -0.70, 0.82, -0.86, -0.50, -0.89, 1.24, -0.19, 0.01, 0.35, -0.77, 0.03, -0.95, 1.05, -0.67, -0.37, -0.71, -0.32, -0.01, 0.53, 0.42, 0.40, 0.32, -0.97, 0.30, 0.27, 0.37, 0.32, 0.62, -0.07, 0.79, -0.65, -0.62, -1.13, 0.94, -0.91, -0.95, -0.12, -1.01, 0.58, 0.41, 0.35, 0.32, 0.40, 0.62, 0.44, -1.93, 1.46, -1.86, 0.64, 1.82, -1.87, -1.62, -0.42, 0.48, 0.69, -1.63, -0.54, -1.90, 0.45, 0.83, -0.39, 1.02, -0.82, -0.91, 0.19, -1.48, -0.81, 0.75, -1.17, 0.49, 0.35, 0.36, -0.19, 0.45, 0.51, 0.15, -0.60, 0.37, 0.35, 0.37, 0.50, 0.36, 0.24, -0.09, 0.25, 0.47, 0.30, 0.32, 0.70, 0.18, 0.41, -0.18, 0.42, 0.39, 0.33, 0.26, 0.43, 0.39



Entry 4:
# C4H8N2

A single C4H8N2 molecule at a distorted geometry (ωB97M-V/def2-TZVPD, the OMol25 dataset).

Largest force on an atom (eV/Å): 2.86
Relative energy (zero: lowest compared OMol25 entry of this formula, charge and spin) (eV): 4.7902
Net charge: 0
HOMO energy (eV): -7.380
LUMO level (Eh): 0.00749
E_tot (eV): -7253.085

Positions of all 14 atoms, in Å:
1 C 1.4123 1.1988 -0.0023
2 C 1.1518 -0.2437 -0.0823
3 C 2.1479 -1.2067 0.0695
4 C -0.2098 -0.5819 -0.0646
5 H 0.8934 1.8499 -0.7641
6 H 2.5161 1.4347 -0.0631
7 H 1.1210 1.5405 0.9899
8 H -1.0623 1.2575 -0.1840
9 H 1.6905 -2.2585 -0.1178
10 H -0.4411 -1.6681 -0.0867
11 H -2.7105 -0.9871 -0.5929
12 H -2.7186 -0.4702 0.9468
13 N -1.2215 0.2397 -0.0628
14 N -2.5693 -0.1049 0.0144

The computed Mulliken charges, all in e, follow: -1.41, 0.40, -0.38, -0.01, 0.29, 0.34, 0.34, 0.27, 0.10, 0.26, 0.29, 0.28, 0.06, -0.84



Entry 5:
# C16H34IN4O4S

4 unconnected molecules or ions with the total composition C16H34IN4O4S at a distorted geometry (ωB97M-V/def2-TZVPD, the OMol25 dataset).

Largest force on an atom (eV/Å): 1.06
Relative energy (zero: lowest compared OMol25 entry of this formula, charge and spin) (eV): 0.0000
Net charge: +1
HOMO energy (eV): -11.047
LUMO level (Eh): -0.19880
E_tot (eV): -50221.730

Positions of all 60 atoms, in Å:
1 C 5.3964 0.5195 1.5532
2 C 4.4776 0.3445 0.3249
3 C 3.8852 1.6683 -0.1666
4 C 2.6430 2.1137 0.6111
5 C 1.3850 1.3047 0.2254
6 C 0.9794 0.3105 1.3099
7 S -0.0093 -1.0985 0.7798
8 I 1.4212 -2.2820 -0.6855
9 O -1.1839 -0.3590 -0.1544
10 C -0.9349 -0.0852 -1.4105
11 N -0.7049 0.3800 -2.4377
12 H 5.0986 -0.1222 2.3808
13 H 5.3677 1.5488 1.9126
14 H 6.4278 0.2895 1.2987
15 H 3.6950 -0.3836 0.5516
16 H 5.0678 -0.0775 -0.4896
17 H 3.6322 1.6336 -1.2287
18 H 4.6471 2.4398 -0.0427
19 H 2.8189 2.0311 1.6860
20 H 2.4413 3.1531 0.3584
21 H 1.5781 0.7687 -0.7075
22 H 0.5379 1.9584 0.0205
23 H 1.8431 -0.1544 1.7948
24 H 0.3558 0.7578 2.0886
25 C 5.6478 -3.5308 -3.4687
26 C 4.2452 -3.2394 -3.0212
27 O 3.7873 -3.7045 -1.9697
28 N 3.4808 -2.4318 -3.7990
29 C 3.8012 -1.7357 -5.0277
30 H 6.1157 -4.1811 -2.7363
31 H 5.6464 -4.0286 -4.4383
32 H 6.2235 -2.6085 -3.5475
33 H 2.5675 -2.3681 -3.3777
34 H 3.6816 -0.6598 -4.9015
35 H 3.1509 -2.0662 -5.8369
36 H 4.8310 -1.9395 -5.3062
37 C -6.5661 2.2897 -0.8749
38 C -5.2998 1.8277 -0.2011
39 O -5.0997 1.9644 0.9950
40 N -4.3530 1.2301 -0.9778
41 C -4.3561 0.9624 -2.4037
42 H -7.2062 2.7364 -0.1209
43 H -6.3501 3.0327 -1.6432
44 H -7.0899 1.4516 -1.3357
45 H -3.5484 0.9451 -0.4438
46 H -4.2734 -0.1113 -2.5835
47 H -3.5115 1.4612 -2.8811
48 H -5.2753 1.3207 -2.8552
49 C -3.0269 -1.0568 4.0073
50 C -3.9048 -0.9460 5.2407
51 O -3.6747 -1.6055 6.2375
52 N -4.9477 -0.0819 5.1765
53 C -5.3325 0.7648 4.0612
54 H -2.2471 -1.7821 4.2242
55 H -3.6050 -1.3953 3.1459
56 H -2.5717 -0.0925 3.7704
57 H -5.4984 -0.0482 6.0202
58 H -5.3080 1.8166 4.3476
59 H -6.3420 0.5252 3.7260
60 H -4.6568 0.6256 3.2261

The computed Mulliken charges, all in e, follow: -1.31, 0.36, -1.06, -0.81, -0.22, -0.73, 0.14, 0.47, -0.21, 0.51, -0.37, 0.33, 0.33, 0.34, -0.22, 0.27, 0.42, 0.48, 0.43, 0.31, 0.28, 0.34, 0.35, 0.54, -1.41, 1.07, -0.64, -0.07, -0.85, 0.31, 0.40, 0.37, -0.07, 0.29, 0.31, 0.33, -1.39, 0.84, -0.62, -0.03, -0.91, 0.29, 0.39, 0.39, 0.08, 0.27, 0.31, 0.38, -1.03, 0.49, -0.65, -0.12, -0.60, 0.33, 0.36, 0.34, 0.22, 0.28, 0.28, 0.12



Question: What is the net charge in the first record?
Answer: 0



Question: Which of these has the lowest net charge?
Answer: C50H52BrCl2N5O3PPbSTe



Question: The lowest net charge belongs to which entry?
Answer: C50H52BrCl2N5O3PPbSTe